[1]
Molecular formula: C10H15NO
Method: DFT, ωB97M-V with the def2-TZVPD basis set

frontier orbital gap (alpha / beta): 0.3230 / 0.1823 Ha
energy relative to the best compared isomer or geometry (same formula, charge and spin): 0.00 kcal per mole

The geometry in ORCA input format:
```
! wB97M-V def2-TZVPD RIJCOSX def2/J DEFGRID3
* xyz 1 2
C -1.239 1.392 -2.452
C -0.956 -2.736 -1.599
C -0.192 -1.787 -0.855
C -1.690 -2.356 -2.738
C -0.190 -0.465 -1.162
C -1.740 -1.023 -3.020
C -1.042 -0.052 -2.237
H -0.941 -3.776 -1.310
H 0.358 -2.180 -0.006
H -2.226 -3.073 -3.333
H 0.375 0.210 -0.529
H -2.367 -0.624 -3.799
H -1.535 1.666 -3.457
H -0.338 1.954 -2.226
H -1.993 1.724 -1.725
C 1.991 1.000 2.497
C 1.940 -0.470 2.045
C 0.668 1.703 2.340
O 0.108 1.803 1.258
N 0.151 2.208 3.482
H 2.440 1.070 3.479
H 2.699 1.481 1.821
H 2.053 -0.537 0.971
H 0.999 -0.960 2.330
H -0.760 2.633 3.438
H 0.753 2.328 4.277
H 2.674 -1.132 2.509
*
```

***

[2]
Molecular formula: C10H15NO2
Method: DFT, ωB97M-V with the def2-TZVPD basis set

frontier orbital gap: 0.3321 Ha
SMILES: Cc1ccc(O)cc1.CCC(N)=O
energy relative to the best compared isomer or geometry (same formula, charge and spin): 65.35 kcal per mole

The geometry in ORCA input format:
```
! wB97M-V def2-TZVPD RIJCOSX def2/J DEFGRID3
* xyz 0 1
C -0.085 0.086 -2.958
C 1.094 -0.690 -2.389
C 0.811 1.230 -3.625
O 1.364 0.881 -4.640
N 1.041 2.513 -3.269
H -0.688 -0.436 -3.690
H -0.835 0.378 -2.268
H 0.919 -0.839 -1.317
H 1.734 3.087 -3.575
H 0.602 2.939 -2.380
H 2.087 -0.386 -2.464
H 1.246 -1.601 -2.863
C 1.016 1.268 2.955
C -1.177 -1.717 2.840
C -1.734 -1.752 1.617
C -0.264 -0.774 3.226
C 0.062 0.267 2.368
C -1.630 -0.596 0.695
C -0.579 0.304 1.097
O -2.671 -2.633 1.325
H -1.461 -2.523 3.546
H 0.288 -0.810 4.168
H -2.172 -0.514 -0.202
H -2.745 -3.329 1.891
H 1.257 2.068 2.349
H 2.027 0.953 3.339
H -0.186 1.020 0.280
H 0.680 1.603 3.941
*
```

***

[3]
Molecular formula: C10H15NO2S
Method: DFT, ωB97M-V with the def2-TZVPD basis set

frontier orbital gap: 0.3231 Ha
SMILES: C[C@]1(NS)C=CC2=C(COCCO2)C1
energy relative to the best compared isomer or geometry (same formula, charge and spin): 80.40 kcal per mole

The geometry in ORCA input format:
```
! wB97M-V def2-TZVPD RIJCOSX def2/J DEFGRID3
* xyz 0 1
C -0.465 -0.719 -1.807
C -1.691 -0.843 -1.304
C 0.690 -0.207 -1.108
C 0.460 0.606 -0.066
C -0.894 0.737 0.488
C 1.493 1.418 0.775
C 3.088 -0.308 -0.973
C 3.563 1.084 -0.384
C -1.937 -0.362 0.054
C -1.823 -1.507 1.045
N -3.289 0.199 0.128
O 1.904 -0.298 -1.757
O 2.515 1.969 -0.080
S -3.776 1.474 -0.876
H -0.284 -0.977 -2.863
H -2.639 -1.127 -1.846
H -0.894 0.524 1.507
H -1.206 1.723 0.411
H 0.970 2.256 1.191
H 2.013 0.911 1.647
H 3.903 -0.762 -1.666
H 3.031 -1.120 -0.276
H 4.179 0.908 0.480
H 4.303 1.669 -1.069
H -2.055 -1.279 2.064
H -0.844 -1.989 1.131
H -2.486 -2.354 0.837
H -3.473 0.453 1.140
H -4.872 0.791 -1.100
*
```